(one)
Below is 2 unconnected molecules or ions with the total composition CHFO2S, with properties calculated with ωB97M-V/def2-TZVPD.

Last column: natural (NBO) charge in e.
CARTESIAN COORDINATES (ANGSTROEM)
O  -2.163  -1.474  -0.188  -0.49
S  1.927  0.595  -0.198  0.40
F  1.738  -0.274  1.203  -0.48
C  -1.534  -0.522  -0.242  1.04
O  -0.834  0.375  -0.422  -0.55
H  0.867  1.300  -0.152  0.09

Properties
Molecular weight ... 96.08 g/mol
LUMO ... 0.1 eV
SMILES ... O=C=O.FS



(two)
Below is a single CHFO2S molecule, with properties calculated with ωB97M-V/def2-TZVPD.

Last column: natural (NBO) charge in e.
CARTESIAN COORDINATES (ANGSTROEM)
S  0.425  -1.629  0.649  1.18
C  0.230  1.020  -0.227  0.48
F  -1.058  0.921  -0.359  -0.31
O  0.776  -0.133  0.087  -0.68
H  0.670  1.731  -0.910  0.15
O  -1.043  -1.911  0.759  -0.82

Properties
Molecular weight ... 96.08 g/mol
LUMO (alpha / beta) ... 0.3 / -1.0 eV



Most stable structure, least stable structure: (one), (two).



(one)
Below is 4 unconnected molecules or ions with the total composition C2H10N4O, with properties calculated with ωB97M-V/def2-TZVPD.

Last column: natural (NBO) charge in e.
CARTESIAN COORDINATES (ANGSTROEM)
N  5.404  1.769  0.452  -0.27
H  4.041  3.020  -0.320  0.43
H  -17.626  -2.056  -0.498  0.47
H  7.529  0.031  1.731  0.54
H  -18.237  1.805  -1.474  0.48
H  -19.118  -1.517  0.339  0.46
H  5.403  -0.308  0.892  0.23
H  6.049  2.602  0.506  0.45
C  -18.415  -0.188  -1.008  0.77
N  -18.656  0.900  -1.573  -0.46
N  -18.281  -1.369  -0.166  -0.73
N  4.152  2.135  0.185  -0.61
O  7.136  0.847  1.322  -0.63
C  5.967  0.693  0.742  0.44
H  3.474  1.322  0.085  0.42
H  1.535  -3.179  -19.440  0.00
H  1.916  -3.779  -18.983  0.00

Properties
Charge ... +2
Molecular weight ... 106.13 g/mol
LUMO ... -6.4 eV



(two)
Below is a gas-phase ion, C2H10N4O (charge +2), with properties calculated with ωB97M-V/def2-TZVPD.

Last column: natural (NBO) charge in e.
CARTESIAN COORDINATES (ANGSTROEM)
N  -0.354  -0.289  2.262  -0.74
C  -0.593  -0.338  0.965  0.65
H  1.929  1.475  0.001  0.48
N  0.365  0.179  0.065  -0.02
H  0.867  1.794  1.270  0.47
C  0.608  -0.557  -2.234  -0.28
H  0.679  -1.617  -1.992  0.22
H  0.442  2.190  -0.311  0.48
O  -0.231  0.136  -1.327  -0.34
H  -1.021  -0.716  2.899  0.46
N  0.928  1.477  0.283  -0.53
H  -2.345  -1.386  1.025  0.46
H  -1.858  -0.816  -0.538  0.47
N  -1.667  -0.883  0.461  -0.68
H  1.601  -0.110  -2.312  0.20
H  0.096  -0.433  -3.193  0.26
H  0.554  -0.105  2.676  0.45

Properties
Charge ... +2
Molecular weight ... 106.13 g/mol
LUMO ... -8.3 eV
SMILES ... CO[N+]([NH3+])=C(N)N



Most stable structure, least stable structure: (one), (two).



(one)
Below is a gas-phase ion, C8H8NO (charge +1), with properties calculated with ωB97M-V/def2-TZVPD.

Last column: natural (NBO) charge in e.
CARTESIAN COORDINATES (ANGSTROEM)
N  -1.055  1.529  0.344  -0.41
H  0.962  2.266  0.038  0.23
H  -1.966  3.235  0.333  0.20
C  1.212  -1.511  -0.059  -0.18
C  2.389  -0.810  0.012  -0.23
C  -0.090  -0.888  0.030  0.13
C  -0.089  0.569  0.212  0.18
C  2.324  0.599  -0.033  -0.10
C  -1.781  2.318  -0.265  0.05
H  3.299  -1.221  -0.065  0.23
O  -1.035  -1.931  -0.090  -0.28
H  1.403  -2.622  -0.076  0.25
H  -2.872  -1.237  0.668  0.21
H  3.277  1.267  -0.122  0.25
C  1.153  1.258  0.053  -0.23
H  -2.254  2.213  -1.318  0.18
H  -2.647  -3.035  0.078  0.22
C  -2.230  -1.999  0.260  0.31

Properties
Charge ... +1
Molecular weight ... 134.16 g/mol
LUMO (alpha / beta) ... -5.9 / -5.9 eV



(two)
Below is a gas-phase ion, C8H8NO (charge +1), with properties calculated with ωB97M-V/def2-TZVPD.

Last column: natural (NBO) charge in e.
CARTESIAN COORDINATES (ANGSTROEM)
C  -2.530  -0.626  -0.261  -0.17
H  2.071  1.390  -1.535  0.23
H  -0.554  1.223  -1.474  0.28
C  1.436  -0.836  0.657  -0.05
C  -2.410  0.450  0.703  -0.17
H  -1.159  -1.324  -1.763  0.23
C  2.767  -0.732  0.669  0.12
H  -0.753  1.858  1.135  0.23
H  0.832  -1.377  1.249  0.26
H  -3.278  -1.353  -0.201  0.24
H  3.563  -1.101  1.310  0.27
N  0.994  0.118  -0.228  -0.27
H  -3.004  0.502  1.559  0.24
O  3.077  0.241  -0.235  -0.32
C  -1.204  1.021  0.637  -0.23
C  2.028  0.782  -0.734  0.44
C  -1.386  -0.685  -0.941  -0.22
C  -0.491  0.448  -0.546  -0.11

Properties
Charge ... +1
Molecular weight ... 134.16 g/mol
LUMO ... -3.9 eV
SMILES ... C1=CC([n+]2ccoc2)C=C1



Most stable structure, least stable structure: (two), (one).



(one)
Below is a single C4H14N4 molecule, with properties calculated with ωB97M-V/def2-TZVPD.

Last column: natural (NBO) charge in e.
CARTESIAN COORDINATES (ANGSTROEM)
H  -2.700  1.213  0.095  0.19
H  -0.512  1.977  -1.634  0.34
H  2.090  -2.531  -0.542  0.35
C  1.691  -0.182  0.936  -0.23
H  1.722  0.390  1.875  0.17
H  0.569  -1.933  -0.615  0.36
H  2.676  -0.037  0.454  0.19
C  -0.712  0.598  0.601  -0.24
N  -1.885  0.312  -1.605  -0.84
N  -1.346  2.216  -1.115  -0.83
H  -0.770  1.292  1.456  0.18
C  1.436  -1.675  1.223  -0.24
H  -1.024  -0.403  0.926  0.19
C  -1.763  1.083  -0.410  0.09
H  1.021  1.413  -0.231  0.37
H  0.563  -1.695  1.914  0.19
H  -2.059  2.475  -1.772  0.37
H  2.268  -2.172  1.804  0.21
N  0.680  0.509  0.088  -0.67
N  1.222  -2.453  -0.030  -0.84
H  -2.226  -0.649  -1.422  0.33
H  -0.941  0.251  -1.997  0.35

Properties
Molecular weight ... 118.18 g/mol
LUMO ... 1.0 eV
SMILES ... NCCNCC(N)N



(two)
Below is 2 unconnected molecules or ions with the total composition C4H14N4, with properties calculated with ωB97M-V/def2-TZVPD.

Last column: natural (NBO) charge in e.
CARTESIAN COORDINATES (ANGSTROEM)
N  1.915  -1.931  -0.987  -0.84
H  -0.942  1.714  1.769  0.39
C  -2.729  0.637  1.798  0.28
H  -2.365  2.665  1.949  0.40
C  -0.947  -0.802  1.363  -0.46
C  1.563  1.277  -1.122  -0.43
H  -0.554  -0.393  2.305  0.18
H  2.164  2.191  -1.158  0.20
H  0.453  -0.797  -2.032  0.16
H  0.562  1.467  -1.516  0.17
H  1.852  -1.447  -2.968  0.18
N  -2.382  -0.482  1.300  -0.50
H  1.401  -1.843  -0.120  0.35
N  -1.939  1.764  1.856  -0.85
H  -0.794  -1.877  1.280  0.21
H  1.616  0.880  -0.114  0.19
H  -0.401  -0.324  0.543  0.17
N  2.280  0.278  -1.951  -0.64
H  2.401  0.636  -2.890  0.35
H  2.888  -1.746  -0.767  0.36
C  1.530  -0.980  -2.031  -0.06
H  -3.753  0.747  2.157  0.17

Properties
Molecular weight ... 118.18 g/mol
LUMO ... 0.8 eV
SMILES ... C/N=C\N.CNCN



Most stable structure, least stable structure: (two), (one).